Below is C2H8N in the gas phase, with properties calculated with ωB97M-V/def2-TZVPD.

Calculated values
Gap between HOMO and LUMO (spin up / spin down), eV: 4.8696 / 13.7402
<S²>: 0.7505
2S+1: 2
Largest force on an atom, hartree/bohr: 0.0142
Electronic energy, eV: -3690.5855
M, g/mol: 46.09
ΔE to the lowest compared entry with this formula, charge and spin, kJ/mol: 75.1

Atoms and positions in Å:
C1 0.20673 -1.19032 -0.54506
C2 -0.04650 -0.17589 0.55584
N1 -0.15837 1.22234 0.05909
H1 0.80306 -2.00440 -0.13215
H2 0.71211 -0.78122 -1.40411
H3 -0.72789 -1.63037 -0.86375
H4 0.74116 -0.13152 1.30742
H5 -0.97781 -0.35584 1.07099
H6 -1.14346 1.55498 -0.01120
H7 0.26736 1.89495 0.73867
H8 0.29328 1.37745 -0.86068

Cartesian forces (eV/Å) of the 2 atoms listed first:
-0.2 -0.4 0.6
0.3 0.1 0.2